{
  "formula": "C31H55NNiO2P",
  "method": "the ωB97M-V functional and the def2-TZVPD basis",
  "homo_energy_ev": [-2.65, -2.78],
  "energy_ev": -88952.43256,
  "charge": -1,
  "multiplicity": 3,
  "lumo_ev": [2.672, 2.669],
  "species": ["Ni", "P", "O", "O", "N", "C", "C", "C", "C", "C", "C", "C", "C", "C", "C", "C", "C", "C", "C", "C", "C", "C", "C", "C", "C", "C", "C", "C", "C", "C", "C", "C", "C", "C", "C", "C", "H", "H", "H", "H", "H", "H", "H", "H", "H", "H", "H", "H", "H", "H", "H", "H", "H", "H", "H", "H", "H", "H", "H", "H", "H", "H", "H", "H", "H", "H", "H", "H", "H", "H", "H", "H", "H", "H", "H", "H", "H", "H", "H", "H", "H", "H", "H", "H", "H", "H", "H", "H", "H", "H", "H"],
  "positions_angstrom": [[0.542, -0.188, 0.156], [-2.786, 0.885, 0.592], [-0.239, -3.184, -4.348], [3.098, -1.803, -2.340], [-1.252, 0.439, 0.302], [-2.465, 2.977, 2.484], [-0.659, -4.560, -4.518], [-0.222, -2.910, -2.935], [-3.868, -0.641, 0.352], [4.489, -1.579, -2.784], [2.383, 2.189, -0.289], [0.708, 0.989, -1.401], [0.292, -1.280, 1.920], [-3.264, 2.211, -0.668], [0.985, 1.945, -0.319], [-0.457, -5.323, -3.183], [4.643, -0.341, -3.645], [5.422, -1.608, -1.589], [1.992, 0.714, -2.015], [4.560, -2.865, -3.635], [-4.516, 1.590, 2.760], [2.304, -0.806, 0.929], [-2.173, 3.288, -0.745], [-4.601, 2.906, -0.340], [1.438, -0.446, 1.993], [-3.339, 1.585, -2.069], [-3.028, 1.557, 2.337], [-2.247, 0.692, 3.333], [3.142, -3.053, -3.135], [-5.338, -0.286, 0.068], [-3.814, -1.562, 1.584], [-3.303, -1.455, -0.822], [2.993, 1.413, -1.303], [1.682, -1.841, 0.184], [-0.055, -4.236, -2.161], [0.404, -2.105, 0.768], [2.371, -3.003, -3.916], [-2.781, -1.852, 1.821], [-2.245, -1.690, -0.650], [-2.519, 3.237, 3.551], [-4.557, 3.509, 0.575], [-3.042, 3.734, 1.944], [0.228, 2.491, 0.242], [-2.002, 3.804, 0.202], [-1.183, -2.447, -2.649], [-2.502, 4.039, -1.476], [-5.452, 2.219, -0.279], [-3.400, -0.945, -1.783], [0.349, -6.053, -3.282], [3.770, -0.207, -4.295], [-1.410, 3.020, 2.191], [-0.310, -2.852, 0.440], [-5.139, 2.196, 2.093], [-1.192, 0.641, 3.046], [-0.092, -4.995, -5.359], [-4.366, -2.481, 1.328], [-5.798, 0.313, 0.863], [-3.399, 2.410, -2.795], [2.108, 0.127, -2.909], [-2.641, -0.323, 3.436], [0.993, -4.389, -1.858], [0.572, -2.173, -2.719], [-2.315, 1.173, 4.319], [-1.382, -5.826, -2.903], [2.125, -2.413, -0.618], [-4.963, 0.594, 2.867], [-0.241, 0.843, -1.902], [2.877, 2.927, 0.335], [5.204, -0.758, -0.931], [5.528, -0.468, -4.285], [4.058, 1.453, -1.540], [-4.301, -1.136, 2.469], [5.272, -2.545, -1.040], [5.315, -3.578, -3.276], [-5.899, -1.233, 0.013], [4.798, 0.543, -3.019], [1.647, 0.266, 2.783], [3.008, -3.939, -2.499], [-2.432, 1.010, -2.298], [-4.225, 0.958, -2.220], [-3.861, -2.400, -0.885], [4.596, -2.687, -4.714], [-0.690, -4.230, -1.273], [-0.479, -1.378, 2.673], [-1.728, -4.587, -4.786], [3.316, -0.450, 0.787], [-1.230, 2.860, -1.098], [-4.815, 3.601, -1.165], [-4.555, 2.065, 3.754], [6.468, -1.551, -1.926], [-5.477, 0.215, -0.897]],
  "atomic_forces_ev_per_a": [[-2.02, 1.44, -0.16], [6.31, -1.88, -1.32], [0.20, -1.32, 0.55], [1.68, -1.77, -1.70], [-5.55, 1.57, 1.08], [0.05, 0.06, 0.19], [-0.16, 0.37, -0.08], [-0.32, 0.55, 0.34], [-0.77, 0.46, 0.05], [0.50, 0.42, -0.07], [-1.00, -0.22, -0.48], [2.05, 1.81, -1.37], [0.45, -1.14, 0.83], [-0.87, 0.09, 0.49], [0.75, 0.51, -0.82], [0.25, 0.46, -0.32], [0.28, 0.26, 0.11], [-0.04, 0.15, -0.02], [-0.45, 1.23, 0.67], [-0.31, 0.40, 0.38], [0.08, 0.28, 0.47], [1.26, -1.04, 0.46], [0.10, -0.07, -0.06], [-0.12, 0.29, -0.53], [0.07, -0.90, 0.93], [0.02, 0.16, -0.16], [-1.02, 0.00, 0.00], [0.12, 0.01, 0.09], [-1.10, -0.07, 0.47], [-0.28, -0.62, 0.00], [-0.09, -0.18, -0.10], [0.09, -0.13, 0.01], [-0.35, 0.15, -0.60], [0.37, -1.10, 0.41], [0.36, 0.20, -0.49], [0.56, -0.99, 1.02], [0.13, -0.27, 0.23], [-0.21, 0.19, -0.04], [-0.19, 0.25, -0.01], [0.01, 0.01, -0.13], [0.03, -0.19, -0.20], [0.16, -0.17, 0.05], [0.41, -0.41, -0.07], [0.04, -0.14, -0.24], [0.27, -0.08, -0.12], [0.01, -0.04, 0.04], [0.22, 0.17, 0.08], [0.08, -0.09, 0.19], [-0.21, -0.08, 0.04], [0.20, 0.03, 0.19], [-0.20, -0.01, -0.08], [0.10, 0.22, 0.06], [0.14, -0.22, 0.14], [-0.23, -0.02, -0.06], [-0.14, 0.24, 0.35], [0.10, 0.12, 0.07], [0.12, -0.10, -0.24], [-0.02, -0.14, 0.07], [0.04, -0.06, 0.17], [0.15, 0.23, -0.08], [-0.48, 0.15, 0.04], [-0.32, -0.33, -0.14], [-0.02, -0.07, -0.08], [0.11, -0.10, 0.01], [-0.16, 0.46, 0.03], [0.14, 0.32, -0.10], [0.11, 0.00, 0.21], [-0.01, -0.24, 0.11], [0.04, -0.20, -0.07], [-0.11, 0.03, 0.14], [-0.34, -0.12, 0.20], [0.22, -0.17, -0.24], [0.07, 0.20, 0.01], [-0.31, 0.11, -0.32], [-0.07, 0.13, -0.02], [-0.23, -0.08, -0.37], [-0.09, 0.05, -0.30], [-0.17, 0.21, -0.10], [-0.25, 0.11, 0.17], [0.21, 0.09, 0.03], [-0.05, 0.07, 0.00], [0.31, -0.12, 0.26], [0.16, -0.08, -0.08], [-0.14, 0.46, -0.39], [0.21, 0.13, -0.03], [-0.34, 0.20, -0.21], [-0.21, 0.07, 0.14], [-0.07, 0.00, 0.12], [-0.12, -0.09, -0.11], [-0.21, 0.00, 0.09], [0.06, -0.08, 0.30]]
}